#a
Here is 2 unconnected molecules or ions with the total composition C3H9NO2Si from the Open Molecules 2025 dataset. Energies are from ωB97M-V/def2-TZVPD.

Results
highest occupied orbital energy (spin up / spin down): -8.623 / -8.599 eV
frontier orbital gap (spin up / spin down): 4.91 / 4.88 eV

```
16
C3H9NO2Si ωB97M-V/def2-TZVPD
C 0.22 0.24 -1.84
C 0.05 -2.11 0.09
C -1.44 0.54 0.66
N 1.82 3.32 2.11
O 2.16 2.25 2.02
O 1.51 0.30 0.80
Si 0.25 -0.18 0.05
H 0.03 1.30 -1.96
H 1.19 0.01 -2.26
H -0.55 -0.32 -2.36
H 1.03 -2.55 0.17
H -0.53 -2.39 0.97
H -0.44 -2.49 -0.80
H -2.14 0.67 -0.16
H -1.89 -0.11 1.40
H -1.25 1.51 1.11
```

#b
Here is 2 unconnected molecules or ions with the total composition C3H9NO2Si from the Open Molecules 2025 dataset. Energies are from ωB97M-V/def2-TZVPD.

Results
highest occupied orbital energy (spin up / spin down): -9.174 / -7.462 eV
frontier orbital gap (spin up / spin down): 8.29 / 7.04 eV

```
16
C3H9NO2Si ωB97M-V/def2-TZVPD
C 0.36 0.82 1.93
C 1.44 -2.46 -0.65
C -0.26 1.76 -1.30
N -1.84 -0.44 0.06
O -2.35 -0.48 -1.09
O -2.36 -1.14 0.92
Si -0.45 0.62 0.24
H 1.46 0.92 1.91
H 0.08 1.78 2.26
H 0.20 -0.09 2.54
H 0.34 -2.65 -0.69
H 2.24 -2.22 -1.39
H 1.78 -2.02 0.29
H -1.16 2.18 -1.64
H 0.68 2.37 -1.33
H -0.15 1.05 -2.07
```

Which of them is most stable, and which least? Most stable: #a; least stable: #b.

#a
Here is a molecular structure, C27H41N2PReSi2 from the Open Molecules 2025 dataset. Energies are from ωB97M-V/def2-TZVPD.

Results
multiplicity: 2
⟨S²⟩: 0.76
highest occupied orbital energy (spin up / spin down): -14.153 / -14.372 eV
frontier orbital gap (spin up / spin down): 7.17 / 7.51 eV
net charge: +2

```
74
C27H41N2PReSi2 ωB97M-V/def2-TZVPD
Re -0.86 0.17 -0.06
N -2.90 0.86 0.56
C -3.84 0.58 -0.56
C -3.21 1.07 -1.84
N -1.84 0.49 -1.95
H -3.21 0.41 1.41
H -2.89 1.86 0.76
H -4.81 1.06 -0.40
H -4.00 -0.50 -0.59
H -3.10 2.16 -1.81
H -3.81 0.82 -2.72
H -1.27 1.00 -2.62
H -1.90 -0.45 -2.36
C 5.29 -1.41 -0.25
C 4.41 -1.18 0.79
C 3.05 -1.14 0.54
C 2.57 -1.35 -0.75
C 3.46 -1.59 -1.80
C 4.82 -1.62 -1.54
P 0.79 -1.32 -0.99
C 0.41 -1.67 -2.72
C -0.34 -2.78 -3.10
C -0.70 -2.94 -4.43
C -0.31 -2.01 -5.38
C 0.45 -0.91 -5.01
C 0.80 -0.73 -3.68
C -0.07 -2.51 0.07
C 0.10 -3.85 0.38
C -0.81 -4.43 1.25
C -1.87 -3.69 1.77
C -2.04 -2.35 1.47
C -1.11 -1.73 0.62
H 6.36 -1.44 -0.06
H 4.78 -1.03 1.80
H 2.35 -0.99 1.36
H 3.10 -1.77 -2.80
H 5.51 -1.81 -2.35
H -0.65 -3.51 -2.36
H -1.28 -3.81 -4.72
H -0.58 -2.15 -6.42
H 0.77 -0.19 -5.75
H 1.40 0.13 -3.39
H 0.93 -4.42 -0.03
H -0.70 -5.47 1.52
H -2.57 -4.18 2.44
H -2.87 -1.82 1.90
C -1.77 0.83 3.54
Si 0.03 0.96 3.02
C 0.81 2.41 3.90
C 0.88 -0.62 3.53
C 0.28 1.29 1.11
Si 0.09 3.12 0.53
C -0.15 3.08 -1.35
C -1.37 3.99 1.33
C 1.70 3.98 0.85
H -1.77 0.82 4.63
H -2.21 -0.12 3.24
H -2.42 1.65 3.24
H 0.75 2.22 4.98
H 0.31 3.35 3.70
H 1.87 2.51 3.65
H 0.63 -0.82 4.57
H 1.97 -0.54 3.48
H 0.57 -1.49 2.94
H 1.35 1.08 0.92
H 0.39 2.24 -1.80
H 0.31 3.99 -1.75
H -1.18 3.11 -1.69
H -2.09 4.33 0.58
H -1.02 4.88 1.85
H -1.90 3.39 2.08
H 2.53 3.47 0.36
H 1.93 4.07 1.91
H 1.65 4.99 0.44
```

#b
Here is a molecular structure, C27H41N2PReSi2 from the Open Molecules 2025 dataset. Energies are from ωB97M-V/def2-TZVPD.

Results
multiplicity: 2
⟨S²⟩: 0.76
highest occupied orbital energy (spin up / spin down): -13.796 / -13.793 eV
frontier orbital gap (spin up / spin down): 5.79 / 6.17 eV
net charge: +2

```
74
C27H41N2PReSi2 ωB97M-V/def2-TZVPD
Re 0.95 0.22 0.53
N 1.46 -0.40 2.68
C 2.73 0.22 3.13
C 2.70 1.65 2.65
N 2.50 1.61 1.18
H 0.69 -0.02 3.23
H 1.45 -1.40 2.86
H 3.56 -0.33 2.68
H 2.85 0.17 4.21
H 3.62 2.17 2.91
H 1.86 2.19 3.09
H 3.36 1.29 0.74
H 2.35 2.55 0.82
C -5.84 -3.01 1.71
C -4.95 -3.05 0.64
C -3.68 -2.50 0.77
C -3.30 -1.91 1.98
C -4.19 -1.89 3.05
C -5.46 -2.43 2.91
P -1.66 -1.20 2.30
C -0.61 -1.91 0.96
C 0.12 -3.06 1.31
C 0.81 -3.78 0.35
C 0.82 -3.35 -0.98
C 0.14 -2.20 -1.33
C -0.59 -1.46 -0.37
C -1.77 0.54 1.79
C -2.88 1.29 2.17
C -2.88 2.67 2.07
C -1.74 3.35 1.63
C -0.63 2.63 1.24
C -0.64 1.22 1.27
H -6.83 -3.44 1.60
H -5.24 -3.51 -0.29
H -3.00 -2.54 -0.07
H -3.89 -1.48 4.00
H -6.15 -2.40 3.74
H 0.09 -3.42 2.33
H 1.33 -4.69 0.63
H 1.35 -3.92 -1.73
H 0.13 -1.89 -2.36
H -1.30 -0.71 -0.70
H -3.76 0.78 2.55
H -3.76 3.23 2.36
H -1.74 4.43 1.58
H 0.23 3.17 0.85
C -1.52 2.51 -1.88
Si -0.09 1.61 -2.63
C 0.90 2.77 -3.69
C -0.79 0.25 -3.70
C 1.22 1.10 -1.28
Si 2.80 0.23 -1.85
C 4.14 1.52 -1.94
C 3.36 -0.98 -0.45
C 2.74 -0.68 -3.46
H -2.17 2.81 -2.70
H -1.21 3.42 -1.36
H -2.11 1.89 -1.19
H 0.29 3.15 -4.52
H 1.78 2.28 -4.13
H 1.24 3.63 -3.11
H -1.67 0.68 -4.19
H -1.14 -0.63 -3.17
H -0.10 -0.06 -4.48
H 1.59 2.12 -1.08
H 4.30 2.05 -1.00
H 3.92 2.26 -2.71
H 5.08 1.03 -2.21
H 4.27 -0.62 0.03
H 3.59 -1.96 -0.89
H 2.68 -1.28 0.38
H 2.56 0.01 -4.29
H 2.00 -1.47 -3.51
H 3.72 -1.13 -3.63
```

Which of them is most stable, and which least? Most stable: #a; least stable: #b.

#a
Here is 2 unconnected molecules or ions with the total composition C4H10NOP from the Open Molecules 2025 dataset. Energies are from ωB97M-V/def2-TZVPD.

Results
highest occupied orbital energy: -8.178 eV
frontier orbital gap: 8.85 eV

```
17
C4H10NOP ωB97M-V/def2-TZVPD
C -0.41 0.75 -0.72
C -2.70 0.95 -1.24
C 0.98 -1.37 0.87
C 1.02 0.18 0.88
N -1.57 0.54 -0.43
O -0.32 -1.90 1.41
P 2.53 1.01 0.30
H 0.21 1.16 -1.56
H -2.37 1.09 -2.23
H -3.14 1.93 -1.09
H -3.43 0.15 -0.95
H 1.69 -1.82 1.73
H 1.31 -1.67 -0.08
H 0.40 0.48 1.77
H -0.82 -1.99 0.58
H 3.13 0.09 -0.58
H 3.50 0.43 1.35
```

#b
Here is C4H10NOP in the gas phase from the Open Molecules 2025 dataset. Energies are from ωB97M-V/def2-TZVPD.

Results
SMILES: C/C=C\NP(C)O
highest occupied orbital energy: -7.637 eV
frontier orbital gap: 8.63 eV

```
17
C4H10NOP ωB97M-V/def2-TZVPD
C -2.34 -0.82 -0.57
C -1.99 0.29 0.44
C -0.73 0.57 0.78
N 0.40 -0.39 0.27
P 2.02 -0.12 0.57
C 2.17 1.29 -0.54
O 2.57 -1.39 -0.30
H -1.52 -1.25 -1.15
H -2.91 -0.40 -1.39
H -2.96 -1.62 -0.02
H -2.85 0.94 0.67
H -0.42 1.19 1.61
H 0.04 -1.35 0.22
H 1.76 0.89 -1.55
H 1.43 1.96 0.00
H 3.15 1.69 -0.42
H 2.89 -2.04 0.32
```

Which of them is most stable, and which least? Most stable: #b; least stable: #a.

#a
Here is a gas-phase ion, C7H8N (charge +1) from the Open Molecules 2025 dataset. Energies are from ωB97M-V/def2-TZVPD.

Results
highest occupied orbital energy (spin up / spin down): -13.394 / -13.394 eV
frontier orbital gap (spin up / spin down): 7.08 / 7.09 eV
net charge: +1

```
16
C7H8N ωB97M-V/def2-TZVPD
C 0.10 1.18 -0.24
C 0.82 0.06 0.05
C -1.63 -0.52 -1.14
C -2.04 0.41 0.89
C -1.31 0.75 -0.19
C -1.25 -0.80 0.21
C 2.31 0.13 0.22
N 0.19 -1.20 0.27
H 0.56 2.12 -0.22
H -2.70 -0.55 -1.57
H -0.99 -0.77 -1.87
H -2.23 0.75 1.93
H 2.60 -0.49 -0.62
H 2.48 -0.28 1.27
H 2.77 1.00 -0.08
H 0.31 -1.78 1.07
```

#b
Here is a gas-phase ion, C7H8N (charge +1) from the Open Molecules 2025 dataset. Energies are from ωB97M-V/def2-TZVPD.

Results
highest occupied orbital energy (spin up / spin down): -12.148 / -12.148 eV
frontier orbital gap (spin up / spin down): 5.62 / 5.62 eV
net charge: +1

```
16
C7H8N ωB97M-V/def2-TZVPD
C 0.17 -0.76 0.36
C -3.61 1.25 -0.84
C -2.31 -0.81 0.32
C 2.69 -0.59 0.19
C -2.90 0.39 -0.25
C 1.39 -0.38 0.38
C 3.75 0.48 0.04
N -0.99 -1.18 0.41
H -3.59 2.20 -0.26
H -4.13 1.45 -1.80
H -2.90 -1.04 1.19
H -2.69 -1.54 -0.38
H 2.98 -1.62 0.39
H 3.56 1.20 -0.62
H 4.66 0.02 -0.14
H 3.91 0.93 1.03
```

Which of them is most stable, and which least? Most stable: #a; least stable: #b.

#a
Here is 4 unconnected molecules or ions with the total composition CH8NO5 from the Open Molecules 2025 dataset. Energies are from ωB97M-V/def2-TZVPD.

Results
highest occupied orbital energy: -5.607 eV
frontier orbital gap: 9.48 eV
net charge: -1

```
15
CH8NO5 ωB97M-V/def2-TZVPD
N -1.57 -1.07 1.93
C -0.94 -1.06 0.62
O -0.21 -0.01 0.46
O -1.07 -2.03 -0.11
H -1.06 -0.54 2.60
H -1.72 -2.03 2.22
H 2.74 1.54 -0.93
H 2.13 0.66 -1.98
O 2.92 1.21 -1.80
H 0.43 2.33 1.69
H -0.78 1.90 0.90
O -0.36 2.72 1.25
H 0.18 0.00 -1.18
H 0.36 -1.32 -1.97
O 0.57 -0.38 -2.02
```

#b
Here is 4 unconnected molecules or ions with the total composition CH8NO5 from the Open Molecules 2025 dataset. Energies are from ωB97M-V/def2-TZVPD.

Results
highest occupied orbital energy: -5.441 eV
frontier orbital gap: 9.30 eV
net charge: -1

```
15
CH8NO5 ωB97M-V/def2-TZVPD
N -1.25 -0.34 1.65
C -0.89 0.02 0.34
O 0.35 -0.05 0.09
O -1.78 0.50 -0.43
H -0.55 -0.81 2.12
H -2.17 -0.41 2.00
H 1.45 -1.08 -1.01
H 0.99 -1.21 -2.55
O 1.77 -1.33 -1.93
H 0.66 1.57 2.68
H 1.51 0.33 2.24
O 1.49 1.07 2.97
H 0.37 0.54 -1.89
H -1.06 0.16 -2.08
O -0.22 0.20 -2.58
```

Which of them is most stable, and which least? Most stable: #a; least stable: #b.